(1)
Molecular formula: C47H44F5GeN2O7PTl
Method: DFT, ωB97M-V/def2-TZVPD

Results
- E_tot (Ha) = -5543.8246
- gap between HOMO and LUMO (eV) = 7.64
- HOMO level (eV) = -6.07
- LUMO energy (eV) = 1.56

```
! RIJCOSX wB97M-V def2-TZVPD def2/J DEFGRID3
* xyz -1 1
Tl 0.058 0.236 1.576
O -1.446 2.399 2.789
C -1.529 3.489 1.872
C -1.461 3.065 0.405
N -0.258 2.317 0.038
C 0.971 3.082 0.186
C 1.465 3.203 1.643
O 2.067 4.228 1.944
O 1.196 2.208 2.409
C -0.414 1.655 -1.243
C -1.444 0.521 -1.209
O -2.110 0.334 -2.221
O -1.535 -0.160 -0.119
H -0.519 2.389 3.097
H -0.748 4.220 2.091
H -2.499 3.964 2.029
H -1.549 3.973 -0.210
H -2.313 2.418 0.194
H 0.872 4.105 -0.192
H 1.770 2.573 -0.346
H 0.534 1.200 -1.514
H -0.717 2.341 -2.041
N -2.076 -0.613 3.174
C -3.224 -1.399 2.939
C -3.228 -2.695 3.464
C -4.324 -3.521 3.314
C -5.453 -3.061 2.655
C -5.454 -1.786 2.116
C -4.348 -0.941 2.225
P -4.303 0.703 1.405
C -5.215 1.714 2.645
C -5.545 3.028 2.294
C -6.077 3.904 3.227
C -6.282 3.483 4.535
C -5.945 2.190 4.901
C -5.406 1.314 3.965
C -5.573 0.413 0.103
C -5.230 -0.534 -0.866
C -6.085 -0.806 -1.920
C -7.291 -0.126 -2.035
C -7.638 0.817 -1.081
C -6.786 1.086 -0.015
H -1.495 -0.986 3.908
H -2.261 0.380 3.281
H -2.345 -3.047 3.988
H -4.302 -4.523 3.725
H -6.325 -3.697 2.559
H -6.339 -1.431 1.606
H -5.366 3.366 1.279
H -6.318 4.920 2.939
H -6.685 4.171 5.269
H -6.093 1.859 5.921
H -5.126 0.312 4.267
H -4.275 -1.042 -0.797
H -5.795 -1.536 -2.666
H -7.958 -0.331 -2.863
H -8.574 1.356 -1.165
H -7.081 1.818 0.724
F 2.323 -0.301 3.677
C 0.989 -0.341 3.803
F 0.664 -1.644 4.083
C 0.635 0.442 5.076
F 0.729 1.757 4.934
F -0.641 0.166 5.443
F 1.415 0.090 6.112
O 2.045 -1.325 1.297
C 2.568 -0.494 0.528
O 1.889 0.367 -0.106
C 4.086 -0.486 0.368
C 4.564 0.205 -0.912
Ge 4.631 -0.999 -2.473
C 3.008 -1.945 -3.034
C 3.149 -2.989 -3.950
C 2.036 -3.665 -4.431
C 0.763 -3.300 -4.007
C 0.608 -2.258 -3.105
C 1.725 -1.585 -2.622
C 5.970 -2.330 -1.920
C 7.326 -2.009 -1.835
C 8.237 -2.893 -1.272
C 7.800 -4.108 -0.763
C 6.452 -4.435 -0.820
C 5.547 -3.553 -1.396
C 5.185 0.061 -4.035
C 4.298 1.041 -4.486
C 4.607 1.838 -5.578
C 5.817 1.667 -6.240
C 6.704 0.690 -5.812
C 6.387 -0.109 -4.720
H 4.442 -1.514 0.443
H 4.441 0.053 1.252
H 5.585 0.575 -0.783
H 3.933 1.069 -1.120
H 4.140 -3.277 -4.289
H 2.161 -4.475 -5.140
H -0.105 -3.828 -4.382
H -0.380 -1.959 -2.773
H 1.590 -0.780 -1.911
H 7.675 -1.050 -2.204
H 9.288 -2.632 -1.225
H 8.506 -4.796 -0.314
H 6.105 -5.376 -0.411
H 4.494 -3.810 -1.434
H 3.347 1.175 -3.977
H 3.906 2.592 -5.917
H 6.064 2.290 -7.091
H 7.645 0.549 -6.331
H 7.081 -0.880 -4.403
*
```

---

(2)
Molecular formula: C46H120N16O12
Method: DFT, ωB97M-V/def2-TZVPD

Results
- E_tot (Ha) = -3603.5548
- gap between HOMO and LUMO (eV) = 8.79
- HOMO level (eV) = -8.70
- LUMO energy (eV) = 0.09
- structure (SMILES) = CC1(C)CCCC(C)(C)N1O.CC1(C)CCCC(C)(C)N1O.COC[C@H](C)N.COC[C@H](C)N.COC[C@H](C)N.COC[C@H](C)N.COC[C@H](C)N.COC[C@H](C)N.NC(N)=O.NC(N)=O.NC(N)=O.NC(N)=O

```
! RIJCOSX wB97M-V def2-TZVPD def2/J DEFGRID3
* xyz 0 1
C 2.366 16.357 -18.821
C 3.804 16.939 -19.022
C 4.512 16.167 -20.134
C 3.548 18.427 -19.424
C 4.792 19.265 -19.219
C 5.214 19.207 -17.790
C 5.551 17.771 -17.339
C 6.912 17.339 -17.888
C 5.613 17.743 -15.797
N 4.398 16.881 -17.672
O 4.701 15.535 -17.328
H 1.778 16.397 -19.750
H 2.284 15.325 -18.478
H 1.710 16.971 -18.197
H 5.557 16.466 -20.222
H 4.518 15.109 -19.864
H 3.998 16.267 -21.089
H 3.358 18.462 -20.496
H 2.696 18.828 -18.872
H 5.578 18.848 -19.855
H 4.635 20.311 -19.498
H 4.616 19.788 -17.085
H 6.198 19.690 -17.736
H 6.997 17.456 -18.971
H 7.143 16.293 -17.695
H 7.638 18.020 -17.442
H 4.583 17.880 -15.466
H 6.254 18.539 -15.418
H 6.001 16.789 -15.439
H 4.323 15.474 -16.445
C 1.739 19.132 -22.629
C 0.290 19.567 -22.416
C 0.205 19.978 -20.910
C -0.034 20.825 -23.208
C -0.237 20.531 -24.703
C -1.256 19.413 -24.921
C -0.974 18.133 -24.083
C -2.273 17.325 -24.157
C 0.234 17.396 -24.700
N -0.788 18.600 -22.697
O -0.869 17.540 -21.774
H 1.984 19.348 -23.672
H 2.445 19.624 -21.962
H 1.839 18.058 -22.460
H -0.871 19.921 -20.697
H 0.516 19.213 -20.195
H 0.678 20.931 -20.693
H -0.929 21.334 -22.849
H 0.802 21.510 -23.039
H -0.470 21.471 -25.219
H 0.757 20.448 -25.161
H -1.444 19.111 -25.952
H -2.237 19.782 -24.610
H -2.131 16.308 -23.782
H -2.563 17.131 -25.193
H -3.105 17.821 -23.665
H 0.635 16.635 -24.032
H 1.012 18.120 -24.933
H -0.162 17.013 -25.643
H -1.683 17.782 -21.299
C -6.806 20.662 -23.301
O -6.225 20.777 -24.575
C -5.591 19.608 -25.073
C -5.001 19.879 -26.451
C -5.956 20.254 -27.582
N -4.359 18.604 -26.783
H -6.071 20.539 -22.488
H -7.270 19.673 -23.165
H -7.431 21.537 -23.159
H -4.861 19.306 -24.312
H -6.252 18.729 -25.091
H -4.202 20.618 -26.319
H -5.370 20.586 -28.436
H -6.764 20.923 -27.289
H -6.407 19.288 -27.818
H -4.752 17.789 -26.331
H -4.135 18.311 -27.724
C 0.986 14.375 -27.544
O -0.348 14.557 -27.932
C -1.296 13.901 -27.088
C -1.215 14.097 -25.591
C -0.108 13.454 -24.756
N -2.486 13.690 -24.999
H 1.248 15.063 -26.731
H 1.652 14.685 -28.351
H 1.228 13.346 -27.267
H -2.278 14.281 -27.380
H -1.223 12.862 -27.433
H -1.194 15.185 -25.435
H 0.908 13.730 -25.032
H -0.247 12.372 -24.778
H -0.150 13.786 -23.715
H -3.252 14.133 -25.501
H -2.573 14.100 -24.074
C 0.781 20.218 -16.621
O 0.217 18.976 -16.229
C -0.639 18.397 -17.203
C -1.324 17.186 -16.588
C -0.361 16.381 -15.694
N -1.671 16.308 -17.730
H 1.647 20.319 -15.971
H -0.006 20.968 -16.477
H 1.050 20.311 -17.679
H -1.411 19.157 -17.390
H -0.152 18.201 -18.163
H -2.186 17.494 -15.997
H 0.478 16.016 -16.297
H -0.806 15.424 -15.400
H 0.031 16.843 -14.791
H -1.763 15.382 -17.313
H -0.824 16.183 -18.284
C 0.784 20.523 -28.162
O -0.181 20.323 -29.191
C -1.140 19.381 -28.832
C -0.737 17.908 -28.896
C -0.394 17.444 -30.305
N -1.810 17.066 -28.384
H 1.448 21.310 -28.514
H 1.351 19.595 -28.054
H 0.316 20.768 -27.207
H -1.683 19.650 -27.912
H -1.989 19.524 -29.517
H 0.130 17.726 -28.240
H -0.211 16.368 -30.348
H 0.468 17.930 -30.762
H -1.276 17.619 -30.927
H -1.336 16.166 -28.326
H -2.052 17.329 -27.432
C 5.379 18.832 -22.931
O 6.669 18.393 -22.711
C 7.628 18.724 -23.674
C 9.019 18.213 -23.208
C 8.874 16.747 -22.777
N 9.495 18.981 -22.058
H 5.064 18.553 -23.950
H 5.327 19.920 -22.795
H 4.649 18.319 -22.301
H 7.365 18.294 -24.649
H 7.719 19.801 -23.867
H 9.764 18.388 -23.983
H 8.346 16.167 -23.536
H 8.292 16.705 -21.859
H 9.865 16.316 -22.643
H 8.760 19.097 -21.374
H 9.895 19.863 -22.340
C -1.144 23.986 -27.975
O -1.416 24.658 -26.741
C -2.478 24.036 -26.023
C -2.386 24.605 -24.611
C -1.018 24.611 -23.943
N -3.392 23.898 -23.746
H -0.311 24.473 -28.479
H -2.038 24.122 -28.589
H -0.884 22.945 -27.773
H -3.422 24.366 -26.471
H -2.500 22.938 -26.043
H -2.606 25.671 -24.731
H -0.531 23.635 -24.087
H -1.003 24.774 -22.868
H -0.320 25.256 -24.477
H -3.567 23.106 -24.354
H -4.200 24.494 -23.628
N 4.383 21.936 -24.517
C 4.908 22.214 -25.708
N 4.068 22.231 -26.793
O 6.110 22.482 -25.854
H 3.429 21.682 -24.348
H 5.068 22.077 -23.793
H 3.127 22.532 -26.602
H 4.473 22.418 -27.690
N -3.054 18.016 -19.565
C -3.660 17.222 -20.470
N -3.510 15.896 -20.316
O -4.390 17.690 -21.380
H -3.400 18.977 -19.682
H -2.581 17.655 -18.732
H -3.566 15.247 -21.078
H -3.068 15.615 -19.453
N -3.523 22.522 -21.214
C -3.585 21.186 -20.995
N -3.379 20.504 -22.165
O -4.113 20.705 -19.985
H -3.491 23.119 -20.402
H -3.165 22.913 -22.084
H -3.714 19.549 -22.168
H -2.933 20.944 -22.941
N -6.701 16.225 -22.240
C -6.504 15.725 -23.474
N -5.242 15.891 -23.950
O -7.370 15.154 -24.150
H -7.615 16.020 -21.875
H -6.011 16.863 -21.856
H -5.125 15.491 -24.864
H -4.589 16.477 -23.458
*
```

---

(3)
Molecular formula: C5H11N3
Method: DFT, ωB97M-V/def2-TZVPD

Results
- E_tot (Ha) = -361.2790
- gap between HOMO and LUMO (eV) = 9.54
- HOMO level (eV) = -8.61
- LUMO energy (eV) = 0.93
- structure (SMILES) = [H]/N=C(/C(=C)C)N(C)N

```
! RIJCOSX wB97M-V def2-TZVPD def2/J DEFGRID3
* xyz 0 1
H -2.158 -1.157 0.328
N -1.188 -1.461 0.482
C -0.461 -0.440 0.193
C 1.155 -0.639 0.170
C 2.025 0.352 0.363
C 1.582 -2.073 0.079
N -0.890 0.724 -0.365
C -0.716 2.007 0.324
N -2.345 0.577 -0.947
H 1.805 1.408 0.295
H 3.075 0.144 0.560
H 1.239 -2.514 -0.863
H 2.673 -2.178 0.116
H 1.191 -2.663 0.913
H -1.658 2.563 0.345
H 0.019 2.610 -0.214
H -0.399 1.875 1.362
H -2.456 1.204 -1.749
H -2.494 -0.338 -1.392
*
```

---

(4)
Molecular formula: C5H11NO
Method: DFT, ωB97M-V/def2-TZVPD

Results
- E_tot (Ha) = -327.0400
- gap between HOMO and LUMO (eV) = 9.53
- HOMO level (eV) = -8.59
- LUMO energy (eV) = 0.94
- structure (SMILES) = C=CC/C=C/N.O

```
! RIJCOSX wB97M-V def2-TZVPD def2/J DEFGRID3
* xyz 0 1
C 0.221 -0.447 -1.618
C 0.876 -1.140 -0.710
C 0.558 -1.099 0.764
C -0.399 -0.020 1.186
C -1.710 -0.220 1.219
N -2.664 0.757 1.585
H 0.308 -0.464 -2.704
H -0.632 0.207 -1.507
H 1.564 -1.923 -1.001
H 0.169 -2.081 1.050
H 1.456 -0.978 1.379
H -0.047 0.905 1.567
H -2.207 -1.172 1.074
H -3.300 1.165 0.928
H -2.319 1.467 2.213
O 2.953 1.620 -2.104
H 2.053 1.288 -2.008
H 3.120 2.133 -1.311
*
```